No. 1
{"formula": "C2H7NO2Si", "method": "ωB97M-V/def2-TZVPD", "spin_multiplicity": 3, "de_lowest_kcal_mol": 120.9, "s2": 2.0084, "gap_ev": [8.7, 7.4], "total_charge": 0, "species": ["Si", "O", "O", "N", "C", "C", "H", "H", "H", "H", "H", "H", "H"], "coordinates": [[-0.1245, -0.2056, 0.6156], [-1.9459, 0.7934, -0.9290], [-2.6864, -0.5668, 0.6528], [-1.7731, 0.0685, 0.0532], [0.5953, -1.4320, -0.6433], [0.7038, 1.4431, 0.2801], [0.7647, 1.7777, -0.8123], [0.2218, -1.2490, -1.5848], [1.5874, -1.2072, -0.7722], [0.0486, -0.8183, 2.0341], [0.3771, 2.3414, 0.9155], [0.5137, -2.3913, -0.2148], [1.7175, 1.4460, 0.4051]], "mulliken_charge": [0.4053, -0.5751, -0.3725, 0.7448, -1.1563, -1.0790, 0.3310, 0.3847, 0.4091, -0.1197, 0.3068, 0.3028, 0.4181]}

No. 2
{"formula": "C4H11N3O", "method": "ωB97M-V/def2-TZVPD", "spin_multiplicity": 1, "de_lowest_kcal_mol": 108.7, "smiles": "CC(C)N(N)CN=O", "gap_ev": 8.7, "total_charge": 0, "species": ["O", "N", "N", "N", "C", "C", "C", "C", "H", "H", "H", "H", "H", "H", "H", "H", "H", "H", "H"], "coordinates": [[2.9920, -1.6045, -1.1189], [2.6043, -0.4390, -1.0852], [1.0701, 1.8256, 0.2350], [0.7516, 0.4138, 0.3089], [-0.7395, 0.2276, 0.5996], [-0.9026, -1.0326, 1.4515], [1.0792, -0.3109, -0.9247], [-1.7172, 0.2208, -0.5781], [1.3939, 2.1274, -0.6864], [0.7370, 0.2094, -1.8260], [-1.6127, -0.6761, -1.1974], [-2.7487, 0.2333, -0.2072], [-1.0181, 1.0707, 1.2455], [-1.9254, -1.1018, 1.8378], [-0.2295, -1.0089, 2.3152], [0.6980, -1.3359, -0.9104], [-1.5850, 1.1024, -1.2126], [-0.6944, -1.9432, 0.8809], [1.8472, 2.0219, 0.8721]], "mulliken_charge": [-0.3016, 0.0192, -0.7087, 0.1476, 0.4627, -1.3636, -0.5973, -1.3708, 0.2420, 0.3671, 0.2980, 0.4118, 0.2662, 0.4195, 0.3615, 0.4543, 0.3818, 0.2740, 0.2364]}

No. 3
{"formula": "C11H32N2O7S4", "method": "ωB97M-V/def2-TZVPD", "spin_multiplicity": 1, "gap_ev": 8.9, "total_charge": 0, "species": ["S", "S", "S", "S", "O", "O", "O", "O", "O", "O", "O", "N", "N", "C", "C", "C", "C", "C", "C", "C", "C", "C", "C", "C", "H", "H", "H", "H", "H", "H", "H", "H", "H", "H", "H", "H", "H", "H", "H", "H", "H", "H", "H", "H", "H", "H", "H", "H", "H", "H", "H", "H", "H", "H", "H", "H"], "coordinates": [[1.8961, -3.5424, 5.0195], [2.4807, 6.8927, -5.3309], [-1.8711, 2.9223, -4.0622], [-3.2168, -3.1301, 5.0141], [-0.5559, -1.7503, 1.0463], [1.4272, 5.8398, -5.2071], [-4.2616, -4.1921, 5.1361], [0.4024, -4.7978, 0.1662], [-2.0490, 1.8264, -3.0611], [1.2568, -2.8696, 6.1920], [-0.3972, -3.0589, 1.4055], [-1.8216, -1.3572, -3.1382], [-1.6275, -3.9188, -0.6792], [3.9174, 6.3336, -4.3914], [-1.1749, -3.6465, -2.0802], [-1.7855, -3.6634, 5.9749], [-0.5695, 2.4082, -5.2019], [-3.6854, -1.7800, 6.1182], [-0.9136, 4.2300, -3.2695], [3.6819, -3.5062, 5.2827], [-0.5134, -3.9360, 0.2783], [-0.7909, -2.1221, -2.3789], [1.8864, -2.3668, 3.6503], [2.0376, 8.2358, -4.2085], [-0.6604, 4.9937, -4.0070], [-1.0486, -2.8600, 6.0080], [-2.0946, -3.9318, 6.9867], [2.3231, -1.4187, 3.9696], [-1.5228, 4.6758, -2.4817], [2.8453, 8.9691, -4.1816], [4.6631, 7.1297, -4.3585], [-4.5938, -1.3167, 5.7308], [-1.3470, -4.5350, 5.4874], [-0.3211, -4.3546, -2.4036], [-2.0626, -3.9055, -2.7722], [1.8550, 7.8401, -3.2078], [0.3177, 2.1069, -4.6425], [-2.8851, -1.0385, 6.1466], [4.0058, -2.4868, 5.4996], [3.9191, -4.1500, 6.1305], [-1.4388, -1.6628, 0.5913], [-0.5602, -1.5424, -1.4244], [1.1298, 8.7118, -4.5813], [0.1752, -2.0884, -3.0118], [4.1887, -3.8804, 4.3916], [-2.6844, -1.8972, -3.2836], [2.4522, -2.7783, 2.8129], [-0.9355, 1.5617, -5.7844], [0.8536, -2.2043, 3.3423], [-1.9717, -4.9003, -0.7047], [-0.0044, 3.8135, -2.8327], [-2.1044, -0.4875, -2.6684], [-0.3279, 3.2332, -5.8744], [3.6164, 6.0579, -3.3791], [4.3405, 5.4628, -4.8935], [-3.8751, -2.1676, 7.1207]], "mulliken_charge": [0.5629, 0.4321, 0.4013, 0.5810, -0.3592, -0.5297, -0.6685, -0.5185, -0.5712, -0.6367, -0.1005, -0.5531, -0.3033, -0.9300, -0.5129, -0.8351, -0.8819, -0.9441, -0.8512, -0.9973, 0.3185, -0.0705, -0.8011, -0.9406, 0.2878, 0.2269, 0.4002, 0.4141, 0.3575, 0.3798, 0.3731, 0.3058, 0.2979, 0.3127, 0.3873, 0.3020, 0.2742, 0.3360, 0.3010, 0.3363, 0.3498, 0.1229, 0.3090, 0.2068, 0.3571, 0.2084, 0.3821, 0.3275, 0.0819, 0.3081, 0.2834, 0.2119, 0.3585, 0.2949, 0.3092, 0.3057]}

No. 4
{"formula": "C4H5N3", "method": "ωB97M-V/def2-TZVPD", "spin_multiplicity": 1, "de_lowest_kcal_mol": 107.1, "gap_ev": 9.4, "total_charge": 0, "species": ["N", "N", "N", "C", "C", "C", "C", "H", "H", "H", "H", "H"], "coordinates": [[1.3443, 1.9064, -2.3928], [-2.5237, -0.1044, -1.1803], [0.6810, -0.3284, 0.2090], [-0.0206, -0.7935, 1.4122], [-1.4410, 0.2584, -0.9715], [0.6920, 1.2955, -1.6508], [-0.0992, 0.6383, -0.6608], [1.2055, -1.0451, -0.2943], [0.7088, 0.8735, 0.3487], [0.6000, -1.5484, 1.8974], [-1.0092, -1.2075, 1.1899], [-0.1377, 0.0552, 2.0934]], "mulliken_charge": [-0.4623, -0.4076, -0.2271, -0.8066, 0.1433, 0.1291, -0.0927, 0.3021, 0.5030, 0.3488, 0.3123, 0.2577]}

No. 5
{"formula": "C5H30N2O8S", "method": "ωB97M-V/def2-TZVPD", "spin_multiplicity": 2, "de_lowest_kcal_mol": 46.1, "s2": 0.7504, "gap_ev": [1.9, 8.9], "total_charge": -1, "species": ["S", "O", "O", "O", "O", "O", "O", "O", "O", "N", "N", "C", "C", "C", "C", "C", "H", "H", "H", "H", "H", "H", "H", "H", "H", "H", "H", "H", "H", "H", "H", "H", "H", "H", "H", "H", "H", "H", "H", "H", "H", "H", "H", "H", "H", "H"], "coordinates": [[3.1743, 1.2845, 1.6345], [-0.7790, 3.9108, -0.7821], [3.5538, -1.1223, -3.0560], [-1.9356, 1.5369, -0.2689], [-3.6703, -0.9765, 1.6491], [3.2757, -3.1409, -0.8748], [-1.1345, 2.1090, -2.6819], [-4.0076, 1.7017, 1.8996], [-1.3942, 0.0540, 2.3751], [-0.7690, -1.6460, 0.0946], [1.4388, 0.7094, -1.3436], [0.4708, -1.3382, -0.5561], [-1.8267, -1.7324, -0.9643], [0.9838, 0.0228, -0.0154], [2.1036, -0.2114, 0.9755], [-1.0421, -2.9277, 0.8316], [-1.2895, 4.5566, -1.2975], [0.2208, 0.7001, 0.4388], [-0.3202, -2.8918, 1.6568], [0.7772, 1.4719, -1.3846], [-3.8127, 0.7844, 1.6736], [-0.6179, 1.3033, -2.9205], [3.1864, -1.6501, -2.3228], [2.4009, 1.0437, -1.4190], [-2.0704, -0.8426, -1.6285], [-1.4776, 0.7291, 1.6956], [-3.7768, -1.3198, 0.8166], [1.2631, -2.0636, -0.4093], [2.8187, -3.9303, -1.1657], [2.2346, 1.9523, 2.2081], [-2.9816, -1.3304, 2.2778], [-1.2267, -0.5934, 1.7786], [4.0999, -3.4510, -0.6107], [-2.8019, -2.1104, -0.5369], [-2.0209, 1.7998, -2.4147], [-4.1503, 1.5921, 2.8558], [-1.3944, -2.3500, -1.7884], [-1.8274, 2.4479, -0.6194], [-1.0661, -3.9674, 0.4322], [1.7714, -0.8227, 1.7666], [0.4942, -1.3322, -1.6542], [-2.6079, 1.4966, 0.4312], [2.8682, -0.4829, -3.2426], [-2.1012, -2.6721, 1.2097], [2.8376, -0.9527, 0.5165], [-0.3079, 3.4312, -1.4615]], "mulliken_charge": [-0.2309, -0.7003, -0.9532, -0.4835, -0.4335, 0.3238, -0.5336, -0.6397, -0.7069, 2.5497, -0.3228, -2.2440, -1.5164, 1.0326, -1.1828, -1.3949, 0.3377, -0.3644, 0.1552, 0.0769, 0.3319, 0.2569, 0.2766, 0.2325, -0.2576, 0.2518, 0.1954, 0.1095, -0.1014, 0.1084, 0.3384, 0.3097, -0.0482, 0.4187, 0.2856, 0.3104, 0.5238, 0.3826, 0.4474, 0.4260, 0.1142, 0.1356, 0.3860, 0.0974, 0.3637, 0.3356]}

No. 6
{"formula": "C5H6AsAuN2S4", "method": "ωB97M-V/def2-TZVPD", "spin_multiplicity": 1, "de_lowest_kcal_mol": 0.0, "gap_ev": 4.6, "total_charge": -2, "species": ["Au", "As", "S", "S", "S", "S", "N", "N", "C", "C", "C", "C", "C", "H", "H", "H", "H", "H", "H"], "coordinates": [[5.7897, 7.7105, 5.1864], [7.5357, 5.2843, 4.9133], [6.9360, 6.1185, 2.9734], [5.5542, 5.6458, 6.1319], [8.1071, 3.2382, 5.1330], [8.9329, 6.7967, 5.4899], [5.8518, 9.5656, 4.4723], [8.1841, 9.6815, 4.3163], [5.5928, 12.1392, 3.6955], [6.9478, 10.1895, 4.0673], [4.6694, 10.1796, 4.6876], [4.6033, 11.5747, 4.4972], [6.7714, 11.4953, 3.4490], [8.9882, 10.1402, 3.8529], [7.4664, 11.8931, 2.7419], [8.3782, 8.8738, 4.9580], [5.4763, 13.0979, 3.0953], [3.7017, 12.1114, 4.8206], [3.8938, 9.4898, 4.9634]], "mulliken_charge": [0.0506, 0.3644, -0.6571, -0.6403, -0.6869, -0.6360, -0.2665, -0.1426, 0.0038, 0.9071, 0.0196, -0.8486, -0.7801, 0.1759, 0.3100, -0.1070, 0.2488, 0.3172, 0.3676]}

Number 1: F_max 0.066 Eh/bohr, DFT total energy -15644.3559 eV. Number 2: F_max 0.056 Eh/bohr, DFT total energy -10840.4967 eV. Number 3: F_max 0.100 Eh/bohr, DFT total energy -72572.2730 eV. Number 4: F_max 0.022 Eh/bohr, DFT total energy -8695.1698 eV. Number 5: F_max 0.102 Eh/bohr, DFT total energy -35864.0143 eV. Number 6: F_max 0.055 Eh/bohr, DFT total energy -116136.2310 eV.